Computed, not measured: a single C3H5FN2 molecule in a non-equilibrium geometry, with ωB97M-V/def2-TZVPD.

```
! wB97M-V def2-TZVPD RIJCOSX def2/J DEFGRID3
* xyz 0 1
F 1.87218 0.15942 -0.80310
C 0.92890 0.17469 0.23570
C -0.02161 1.34212 0.04450
N -1.15341 0.99174 -0.42257
N -1.15390 -0.37006 -0.64852
C -0.05429 -0.98210 0.08963
H 1.47561 0.16844 1.17946
H 0.22062 2.37482 0.21475
H -2.11717 -0.72689 -0.52368
H -0.37650 -1.31088 1.09145
H 0.37957 -1.82130 -0.45762
*
```

Summary:
- Kohn-Sham gap: 10.08 eV
- Energy relative to the best compared isomer or geometry (same formula, charge and spin): 63.6 kJ/mol
- SMILES string: F[C@H]1C=NNC1

Mulliken analysis output, partial charges in e: -0.303, 0.271, -0.253, -0.481, -0.212, -0.533, 0.275, 0.407, 0.282, 0.276, 0.272